Record 1
DFT (wB97M-V/def2-TZVPD) results for one molecule with the formula C15H22N2O3 at a distorted geometry.

Summary:
Net charge: 0
SMILES string: CC(C)C[C@H](NC(=O)[C@@H](N)Cc1ccccc1)C(=O)O
LUMO energy: 0.3 eV
Orbital gap: 9.749 eV
Relative energy (zero: lowest compared OMol25 entry of this formula, charge and spin): 59.8 kcal per mole

Structure (XYZ):
```
42
Properties=species:S:1:pos:R:3:forces:R:3:mulliken_charge:R:1
H 1.621 2.658 -0.990 -0.49 -0.12 -0.13 0.28
H -2.902 -1.690 -2.472 -1.07 -0.53 -0.96 0.60
H -2.504 0.973 -3.319 -0.40 0.49 0.56 0.38
O -1.951 -1.604 0.944 -1.42 0.72 -0.23 -0.54
C 0.284 -0.192 -0.295 0.24 -0.39 -0.91 0.20
C -1.229 -0.721 -3.735 -2.08 -0.25 0.70 1.19
H -0.208 -0.459 -3.466 -0.11 0.89 0.31 -0.01
C 1.493 0.710 -0.442 -0.29 2.05 -0.20 0.54
H 3.291 2.911 4.372 -0.85 -0.65 0.74 0.30
N 1.021 2.138 -0.342 1.38 0.11 -0.55 -0.74
H -0.326 -2.472 -4.461 0.08 -0.54 0.33 0.42
C 2.715 0.389 0.393 1.80 -0.02 1.84 -1.14
C -2.738 -1.009 0.021 -1.04 0.17 -1.09 0.26
H 3.843 2.436 2.259 -1.32 -1.02 0.43 0.21
C 3.053 1.757 2.733 1.75 0.65 -2.41 -0.24
C 2.542 0.663 2.004 0.15 -1.19 -2.30 0.34
H -3.023 0.114 -4.738 -0.30 -0.46 -0.23 0.33
H -0.856 1.396 -1.031 0.62 -2.50 0.88 0.46
H 1.364 2.540 0.525 -0.42 -0.30 0.56 0.27
H 2.989 -0.662 0.094 -0.21 0.78 1.05 0.31
C 1.743 1.248 4.652 0.16 2.34 1.77 -0.56
C -1.905 -1.339 -2.432 2.17 0.93 0.98 -1.34
H 1.539 -1.257 2.299 0.03 1.11 0.19 0.40
O 0.418 -1.379 0.059 -0.18 0.93 -0.10 -0.73
H -0.965 -1.462 0.786 -0.81 -0.56 -0.44 0.34
H 1.300 1.625 5.641 0.73 -0.99 -1.52 0.29
C -2.168 0.423 -4.166 2.39 0.94 -0.80 -1.43
H 3.638 0.995 0.133 -1.30 -0.38 -0.30 0.46
H -2.707 0.431 -1.528 -0.05 -0.25 0.35 0.63
N -0.854 0.340 -0.798 1.53 2.52 -0.21 -0.11
C 2.736 2.020 4.029 0.25 0.88 -0.11 -0.20
O -3.968 -0.936 0.008 2.40 -0.79 0.96 -0.61
C 1.306 0.148 4.001 1.52 -0.81 -2.12 -0.53
H 1.742 0.597 -1.514 0.11 -0.24 0.39 0.33
H -1.580 1.157 -4.772 -0.61 -0.49 0.17 0.33
H 0.621 -0.449 4.481 -1.53 -1.48 0.89 0.50
C -2.019 -0.356 -1.204 -1.26 -0.45 -0.23 -0.24
C 1.811 -0.257 2.705 -1.49 -0.05 1.72 -0.41
H -1.913 -2.289 -5.111 -0.29 0.15 -0.16 0.35
H -1.282 -2.133 -2.060 0.28 -0.78 -0.07 0.36
C -1.022 -1.733 -4.839 0.95 -1.01 -0.69 -1.61
H -0.461 -1.444 -5.777 -0.99 0.56 0.95 0.35
```
Positions in Å, forces in eV/Å.

Record 2
DFT (wB97M-V/def2-TZVPD) results for C16H31F5NbO8 as an isolated structure at a distorted geometry.

Summary:
Net charge: -1
LUMO energy: 2.6 eV
Orbital gap: 7.455 eV

Structure (XYZ):
```
61
Properties=species:S:1:pos:R:3:forces:R:3:mulliken_charge:R:1
H -0.927 -5.892 -2.974 -0.10 0.08 0.01 0.33
H 1.957 2.145 0.500 0.04 -0.01 0.03 -0.04
H -0.195 -3.485 0.994 -0.06 -0.03 0.09 0.40
H 0.186 2.773 4.041 -0.04 -0.01 -0.02 0.43
C 0.261 1.924 3.347 0.07 0.11 -0.09 0.00
C -1.310 4.356 -0.452 0.02 0.13 0.35 -0.70
Nb 1.484 -2.013 -0.869 -0.35 2.22 -0.67 -0.15
H 2.171 1.957 2.874 -0.06 -0.01 -0.08 0.30
H -4.491 4.285 -0.323 0.08 0.01 -0.03 0.32
H 0.565 -4.781 -1.057 -0.04 0.00 -0.07 0.33
C 0.013 -2.425 0.827 0.02 -0.80 -0.34 -0.74
C -3.099 5.314 -1.682 0.12 -0.11 -0.29 -0.14
C 1.730 1.576 -0.415 -0.18 -0.08 0.12 0.47
O 0.831 3.658 -1.300 -0.02 0.09 0.19 -0.39
C 0.407 -3.892 -1.670 0.30 -0.64 0.76 -0.73
O -1.803 5.496 -1.139 0.01 -0.02 0.02 -0.43
C 3.091 -3.846 1.494 -0.57 0.40 -0.17 -0.15
H -0.009 2.266 2.341 -0.01 0.03 0.03 -0.11
H -1.653 1.312 4.110 0.07 0.07 -0.07 0.36
H -3.237 6.148 -2.374 0.00 -0.04 0.09 0.37
H -3.126 4.392 -2.276 -0.03 0.05 -0.06 0.23
H -3.868 5.832 0.253 -0.12 0.05 -0.10 0.30
O 1.575 1.387 3.367 -0.07 -0.08 0.12 -0.57
F 2.823 -4.885 -0.524 0.21 0.27 0.01 -0.36
C 2.952 -3.583 -0.006 0.59 -0.39 0.16 0.86
O 0.350 -1.806 2.075 0.13 0.23 0.10 -0.01
C -4.210 5.292 -0.635 -0.02 0.08 0.23 -1.20
C 1.656 2.540 -1.585 -0.03 -0.09 -0.23 -0.67
C -0.718 0.852 3.766 0.15 -0.26 0.09 -0.60
H -0.935 3.445 -2.350 0.03 -0.08 0.04 0.20
F 4.273 -3.203 -0.342 -0.19 -0.16 -0.04 -0.31
C -1.665 -3.879 -2.860 -0.13 0.83 -0.48 0.59
H 2.655 2.926 -1.800 -0.08 0.01 0.04 0.26
H -2.206 -5.492 -4.166 0.03 -0.01 0.14 0.32
H 0.765 1.071 -0.263 0.06 0.10 0.05 0.14
F 1.957 -4.424 1.982 0.13 -0.20 0.02 -0.25
F 0.350 -0.807 -1.702 -0.55 0.59 -0.46 -0.68
H -0.617 4.733 0.307 -0.09 -0.09 -0.03 0.28
H 2.553 -2.127 -2.373 -0.11 -0.91 0.14 -0.01
H -0.909 -1.983 0.419 0.09 0.06 -0.03 0.77
F 3.234 -2.661 2.152 0.25 -0.13 0.07 -0.22
H -0.286 0.307 4.616 -0.02 0.00 -0.03 0.32
C -0.557 3.368 -1.319 -0.01 -0.15 -0.43 -0.02
H -0.483 -1.595 3.900 0.05 -0.07 -0.02 0.26
H 2.245 -0.198 1.193 0.00 0.05 0.02 0.27
O -1.049 -3.639 -1.682 -0.05 0.57 -0.31 -0.16
H 3.944 -4.490 1.715 0.06 -0.03 0.07 0.25
C -1.858 -5.344 -3.142 0.00 -0.18 -0.26 -0.90
H -2.135 3.847 0.059 0.04 -0.01 0.02 0.32
O 2.728 0.628 -0.673 0.01 -0.06 -0.39 -0.48
H -1.623 -1.956 2.552 0.06 0.06 0.05 0.41
H 1.301 2.009 -2.476 0.03 0.00 0.02 0.36
C -0.720 -1.405 2.846 0.00 -0.07 0.14 -0.66
H 0.746 -4.129 -2.681 -0.03 0.16 -0.08 0.51
H -0.740 2.342 -0.982 -0.02 0.09 0.06 0.30
C 2.702 -0.478 0.236 0.08 -0.95 1.06 -0.71
O -2.079 -2.991 -3.582 0.30 -0.96 0.85 -0.59
O -1.011 -0.027 2.705 -0.21 0.16 -0.23 -0.32
H -2.600 -5.732 -2.439 0.05 0.03 -0.05 0.25
H 3.723 -0.790 0.454 0.07 0.14 -0.16 0.45
H -5.111 5.781 -1.015 0.09 -0.05 0.03 0.37
```
Positions in Å, forces in eV/Å.

Record 3
DFT (wB97M-V/def2-TZVPD) results for C18H38AsBiN5O2PS as an isolated structure.

Summary:
Net charge: +4
LUMO energy: -12.9 eV
Orbital gap: 6.146 eV
Relative energy (zero: lowest compared OMol25 entry of this formula, charge and spin): 33.2 kcal per mole

Structure (XYZ):
```
67
Properties=species:S:1:pos:R:3:forces:R:3:mulliken_charge:R:1
O -0.177 0.131 -2.226 -0.19 -0.43 0.23 -0.56
C 5.317 1.639 -0.456 -0.12 -0.04 -0.08 -0.76
H 3.465 1.983 1.504 0.05 0.00 0.06 0.51
H -5.597 -1.718 1.568 0.00 -0.07 0.01 0.39
H -0.479 -3.998 3.444 0.02 0.02 0.02 0.45
H 3.792 -0.461 0.080 0.06 -0.04 0.01 0.46
C 3.514 0.071 -0.830 -0.19 0.18 0.03 -1.16
H -4.885 2.015 -0.568 -0.01 0.03 -0.07 0.38
H 1.512 3.128 -1.915 0.01 0.05 -0.03 0.53
C -5.883 -0.814 1.038 -0.01 0.02 0.02 -1.10
H 1.754 -3.330 -2.416 -0.02 -0.01 -0.02 0.43
N -1.608 -2.654 1.461 0.01 0.17 -0.13 -0.10
H 1.064 -3.028 5.113 -0.02 0.03 -0.04 0.48
H -1.842 -3.632 1.553 -0.06 0.01 0.03 0.29
S -0.840 -0.913 -1.417 0.28 0.35 -0.29 0.67
H 4.945 3.516 0.432 0.04 0.02 0.01 0.35
N 4.663 0.774 -1.376 0.11 0.02 -0.03 0.20
C -5.052 2.173 0.494 -0.05 -0.02 0.04 -1.08
C -2.293 -1.814 -3.547 -0.11 0.02 -0.04 -1.34
As -4.646 0.571 1.434 0.03 -0.14 -0.07 0.52
H -6.859 -0.485 1.394 -0.06 0.00 0.01 0.47
C -0.773 -2.142 2.409 0.10 0.08 0.05 0.92
H 1.607 -0.570 5.010 -0.03 -0.03 -0.02 0.50
H 5.533 1.151 0.492 -0.02 -0.02 0.05 0.38
H 0.395 -2.992 -3.485 -0.02 0.02 -0.01 0.35
C 0.954 -1.029 4.281 0.07 -0.15 0.12 -0.91
H 0.688 -2.429 -0.467 0.01 -0.03 -0.07 0.45
H -3.287 -1.822 -3.995 -0.01 -0.03 -0.01 0.42
H -0.655 -3.261 -1.279 0.09 0.05 0.02 0.59
H 1.419 -1.670 -2.929 -0.01 -0.02 0.04 0.30
C 0.099 -2.477 -1.386 -0.01 0.18 0.03 -0.48
H 3.889 0.793 -3.326 -0.01 -0.02 -0.03 0.37
H -6.109 2.391 0.660 -0.01 0.04 0.00 0.45
N 4.425 2.862 -0.157 -0.06 -0.04 0.03 -0.01
C 0.643 -2.405 4.331 0.08 0.07 0.09 -0.33
H -4.456 3.000 0.872 0.03 0.04 -0.01 0.42
H 2.606 3.354 0.797 -0.01 0.07 0.00 0.50
H -3.008 -0.394 -2.035 -0.04 -0.03 -0.04 0.37
H 5.302 1.817 -3.076 0.04 0.03 0.01 0.30
P 2.123 1.265 -0.432 0.19 0.12 0.02 0.78
H 3.455 4.400 -1.284 -0.05 0.03 0.02 0.39
N 3.495 2.624 -2.390 0.06 0.04 -0.04 0.18
C 4.102 3.553 -1.501 -0.09 -0.13 -0.04 -0.77
O -3.089 -0.028 0.849 0.12 0.17 0.15 -0.45
H -1.673 -1.142 -4.139 0.00 0.00 0.04 0.38
C -2.446 -1.327 -2.108 0.13 0.04 0.05 -0.32
H -2.353 -2.064 1.110 -0.04 -0.05 0.16 -0.07
C 0.406 -0.288 3.291 -0.17 0.11 -0.23 -0.13
C 4.370 1.476 -2.630 -0.10 0.01 0.10 -0.93
C 0.961 -2.616 -2.639 0.03 -0.03 0.04 -1.30
H -4.027 -0.020 3.766 0.01 -0.05 0.05 0.36
Bi -1.066 0.628 0.789 -0.15 -0.36 -0.19 1.39
C 3.172 2.453 0.566 -0.01 -0.08 -0.12 -1.04
H -5.933 -0.983 -0.034 0.01 -0.02 -0.08 0.38
N -0.444 -0.827 2.346 0.10 -0.04 0.10 0.00
H -1.902 -2.827 -3.600 0.01 0.00 0.02 0.33
C 2.139 2.243 -2.030 0.01 -0.11 0.21 -1.04
H 0.609 0.778 3.206 -0.04 -0.08 -0.01 0.40
H 6.238 2.033 -0.881 0.04 0.02 -0.03 0.39
C -0.207 -2.950 3.407 -0.09 -0.09 -0.08 -0.96
H 1.700 1.632 -2.817 0.02 0.00 -0.03 0.44
H 5.052 3.910 -1.893 0.06 0.00 -0.03 0.38
H -4.019 1.763 3.548 0.05 0.03 0.02 0.41
H -2.883 -2.070 -1.435 -0.03 0.03 -0.04 0.34
H 3.163 -0.666 -1.553 0.02 0.00 -0.02 0.46
C -4.529 0.832 3.314 -0.02 0.03 -0.04 -1.06
H -5.551 0.885 3.692 -0.03 0.02 0.06 0.45
```
Positions in Å, forces in eV/Å.

Record 4
DFT (wB97M-V/def2-TZVPD) results for one molecule with the formula C3H6OS at a distorted geometry.

Summary:
Net charge: 0
SMILES string: C[C@@H]1O[C@H]1S
LUMO energy: 0.8 eV
Orbital gap: 10.339 eV
Relative energy (zero: lowest compared OMol25 entry of this formula, charge and spin): 48.9 kcal per mole

Structure (XYZ):
```
11
Properties=species:S:1:pos:R:3:forces:R:3:mulliken_charge:R:1
H -0.861 -1.292 -1.455 0.27 0.83 0.01 0.26
C 0.355 0.194 1.394 1.13 -1.37 -0.95 -0.36
S 1.498 1.161 2.432 1.95 -1.21 -2.87 -0.18
H 0.632 1.377 3.313 -1.92 0.39 1.96 0.10
H -1.613 -0.323 -0.177 -0.05 0.49 -1.05 0.30
H -0.589 0.299 1.804 -1.91 0.75 0.37 0.23
O 0.440 -1.248 1.060 0.79 0.56 0.59 -0.42
H -0.636 0.554 -1.535 -0.76 -0.14 -0.21 0.30
C -0.776 -0.326 -0.909 -0.20 -0.92 1.41 -1.02
C 0.418 -0.336 -0.002 2.75 0.73 -1.20 0.52
H 1.437 -0.254 -0.651 -2.05 -0.11 1.93 0.27
```
Positions in Å, forces in eV/Å.

- The lowest LUMO energy belongs to which entry?
  C18H38AsBiN5O2PS